1.
85
Properties=species:S:1:pos:R:3:mulliken_charge:R:1 method="wB97M-V/def2-TZVPD" lumo_energy_ev=0.3 e_homo_ev=-7.1234 de_lowest_kj_mol=0.0 total_charge=0 energy_ha=-5730.8294
Lu 0.81 -0.45 0.34 1.545
C 2.21 -0.25 3.69 -1.316
N 2.44 0.23 2.32 0.682
C 2.69 1.64 2.43 -1.489
C 3.66 -0.45 1.79 -1.137
C 4.12 0.12 0.42 -1.355
N 2.94 0.07 -0.51 0.136
C 3.19 0.18 -1.79 0.292
C 2.03 0.10 -2.72 -0.387
F 0.81 -0.12 -2.08 0.395
C 2.09 0.23 -4.07 0.088
F 1.01 0.17 -4.80 -0.313
C 3.37 0.27 -4.71 -0.826
C 4.44 0.39 -3.91 0.155
F 5.67 0.48 -4.50 -0.334
C 4.40 0.40 -2.50 0.305
F 5.57 0.83 -1.88 -0.362
H 3.09 -0.04 4.35 0.503
H 1.98 -1.31 3.79 0.239
H 1.35 0.19 4.20 0.325
H 3.64 1.78 3.01 0.440
H 1.86 2.16 2.91 0.424
H 2.90 2.08 1.50 0.298
H 3.43 -1.50 1.57 0.158
H 4.32 -0.33 2.64 0.647
H 4.90 -0.52 0.05 0.679
H 4.59 1.09 0.39 0.562
H 3.47 0.25 -5.82 0.374
C -1.93 -2.15 -2.42 -1.695
C -1.99 -1.08 -1.36 0.127
O -1.14 -0.89 -0.54 0.554
N -3.19 -0.39 -1.29 0.139
C -3.34 0.88 -0.66 0.404
C -3.13 2.00 -1.64 0.839
C -3.71 3.23 -1.45 -1.097
C -3.32 4.20 -2.32 -0.228
C -2.36 3.98 -3.27 -0.742
C -1.83 2.68 -3.35 -0.333
N -2.25 1.67 -2.57 -0.104
H -2.61 -1.92 -3.24 0.482
H -2.42 -3.03 -1.94 0.341
H -0.93 -2.41 -2.69 0.217
H -3.79 -0.60 -2.03 0.301
H -2.50 1.02 0.02 -0.791
H -4.34 0.86 -0.10 0.244
H -4.35 3.43 -0.58 0.428
H -3.76 5.23 -2.26 0.331
H -1.85 4.78 -3.80 0.421
H -1.14 2.36 -4.09 0.609
C -0.75 -2.35 3.18 -1.622
N 0.15 -2.30 2.03 0.422
C 0.61 -3.46 1.66 -0.544
C 1.32 -3.66 0.48 -0.282
C 1.96 -4.82 -0.06 -1.120
C 2.54 -4.37 -1.25 -1.063
C 2.20 -3.06 -1.40 -0.474
N 1.40 -2.59 -0.42 0.817
C -2.16 -2.15 2.75 0.711
C -2.65 -2.59 1.53 0.063
C -4.05 -2.47 1.26 -0.933
C -4.81 -1.75 2.14 -0.275
C -4.32 -1.26 3.34 -0.994
C -2.99 -1.44 3.62 -0.258
H -0.45 -1.56 3.90 0.284
H -0.65 -3.37 3.67 0.553
H 0.37 -4.30 2.23 0.605
H 1.95 -5.81 0.38 0.526
H 3.00 -5.00 -1.99 0.441
H 2.50 -2.46 -2.28 0.308
H -2.05 -3.16 0.81 0.326
H -4.43 -2.98 0.37 0.361
H -5.85 -1.57 1.86 0.423
H -5.05 -0.73 3.96 0.357
H -2.57 -1.01 4.50 0.452
Cl -0.85 0.82 2.44 0.014
C -0.71 2.20 1.47 0.257
C 0.01 2.01 0.30 -0.779
C 0.20 3.16 -0.39 0.559
Cl 1.09 3.12 -1.96 -0.157
C -0.16 4.40 0.05 -0.077
Cl 0.55 5.80 -0.64 -0.190
C -1.04 4.51 1.13 0.422
Cl -1.64 6.01 1.74 -0.203
C -1.29 3.36 1.88 0.089
Cl -2.50 3.29 3.16 -0.196

***

2.
64
Properties=species:S:1:pos:R:3:nbo_charge:R:1 method="wB97M-V/def2-TZVPD" lumo_energy_ev=0.1 smiles="CCCCc1cc(=O)oc2cc(OCC(=O)NC3CC(C)(C)NC(C)(C)C3)ccc12" e_homo_ev=-8.4652 de_lowest_kj_mol=117.2 total_charge=0 energy_ha=-1345.4496
C -5.81 -2.53 -3.23 -0.600
C -6.09 -1.58 -2.07 -0.390
C -4.83 -1.34 -1.23 -0.382
C -5.11 -0.39 -0.06 -0.438
C -3.86 -0.16 0.73 0.117
C -3.62 -0.85 1.87 -0.348
C -2.41 -0.70 2.64 0.737
O -2.13 -1.32 3.64 -0.563
O -1.50 0.22 2.19 -0.472
C -1.70 0.93 1.06 0.435
C -0.69 1.82 0.70 -0.370
C -0.81 2.56 -0.46 0.335
O 0.13 3.41 -0.94 -0.491
C 1.29 3.65 -0.17 -0.167
C 2.19 2.42 0.04 0.650
O 2.93 2.36 1.00 -0.622
N 2.07 1.50 -0.93 -0.614
C 2.64 0.16 -0.88 -0.041
C 4.17 0.22 -0.83 -0.419
C 4.79 -1.19 -0.78 0.130
C 6.26 -1.05 -0.37 -0.597
C 4.75 -1.85 -2.17 -0.629
N 4.15 -1.95 0.27 -0.661
C 2.71 -2.02 0.43 0.144
C 2.45 -2.56 1.84 -0.602
C 2.00 -2.95 -0.57 -0.632
C 2.13 -0.60 0.34 -0.425
C -1.96 2.42 -1.25 -0.281
C -2.96 1.56 -0.88 -0.144
C -2.86 0.78 0.28 -0.206
H -5.04 -2.12 -3.89 0.201
H -5.47 -3.49 -2.86 0.203
H -6.71 -2.69 -3.82 0.211
H -6.45 -0.63 -2.46 0.193
H -6.87 -2.00 -1.44 0.197
H -4.47 -2.29 -0.84 0.205
H -4.05 -0.93 -1.87 0.199
H -5.50 0.55 -0.44 0.213
H -5.86 -0.84 0.59 0.220
H -4.33 -1.57 2.25 0.230
H 0.16 1.89 1.35 0.247
H 1.85 4.41 -0.72 0.223
H 1.03 4.06 0.82 0.209
H 1.41 1.69 -1.66 0.408
H 2.32 -0.34 -1.80 0.197
H 4.55 0.76 -1.69 0.209
H 4.45 0.76 0.08 0.242
H 6.76 -2.02 -0.40 0.200
H 6.33 -0.67 0.64 0.222
H 6.79 -0.37 -1.04 0.204
H 5.08 -2.89 -2.10 0.206
H 3.75 -1.85 -2.60 0.199
H 5.41 -1.33 -2.85 0.208
H 4.55 -2.88 0.33 0.360
H 3.03 -1.99 2.56 0.222
H 1.40 -2.49 2.10 0.212
H 2.76 -3.61 1.91 0.200
H 2.50 -3.92 -0.60 0.207
H 1.99 -2.55 -1.58 0.197
H 0.97 -3.12 -0.26 0.210
H 1.04 -0.65 0.33 0.210
H 2.45 -0.05 1.23 0.237
H -2.03 3.01 -2.15 0.229
H -3.84 1.48 -1.51 0.216

***

3.
79
Properties=species:S:1:pos:R:3:mulliken_charge:R:1 method="wB97M-V/def2-TZVPD" lumo_energy_ev="-9.2 / -13.7" multiplicity=5 e_homo_ev="-14.6832 / -18.2709" total_charge=+4 energy_ha=-2336.6141
P -2.21 -0.66 4.43 0.621
C -1.53 1.02 4.19 -0.818
H -1.56 1.63 5.10 0.530
H -2.14 1.50 3.42 0.244
H -0.50 0.95 3.83 0.133
C -3.20 -0.43 5.99 -1.093
H -3.76 -1.36 6.16 0.411
H -3.93 0.39 5.88 0.404
H -2.58 -0.23 6.87 0.410
C -0.76 -1.42 5.23 -1.049
H -0.56 -0.93 6.20 0.450
H 0.12 -1.32 4.57 0.242
H -0.97 -2.49 5.39 0.437
P 4.71 -1.49 -1.01 0.831
C 5.35 0.22 -0.96 -1.126
H 6.42 0.34 -1.23 0.473
H 5.18 0.58 0.07 0.329
H 4.73 0.84 -1.63 0.336
C 5.79 -2.40 0.17 -1.127
H 5.45 -3.45 0.12 0.402
H 5.58 -2.03 1.19 0.374
H 6.86 -2.32 -0.06 0.412
C 5.17 -2.10 -2.66 -1.129
H 6.23 -1.96 -2.90 0.432
H 4.53 -1.57 -3.39 0.364
H 4.89 -3.16 -2.69 0.399
P -3.60 -0.06 -3.61 0.708
C -2.55 1.45 -3.45 -0.886
H -2.66 2.08 -4.35 0.558
H -1.50 1.14 -3.34 0.172
H -2.84 2.01 -2.55 0.269
C -2.69 -0.80 -5.03 -1.125
H -3.19 -0.48 -5.95 0.425
H -2.78 -1.89 -4.93 0.396
H -1.64 -0.51 -5.05 0.336
C -5.07 0.58 -4.56 -1.061
H -4.85 0.56 -5.65 0.369
H -5.32 1.60 -4.24 0.391
H -5.95 -0.08 -4.38 0.410
Os -0.20 -1.37 -0.14 0.628
C 1.21 -0.99 1.16 0.254
O 2.12 -0.84 1.89 -0.585
C 0.79 -0.66 -1.66 0.355
O 1.40 -0.28 -2.58 -0.592
C -0.07 -3.15 -1.53 -0.954
C -1.37 -2.64 -1.58 0.077
C -2.06 -2.42 -0.39 -1.176
C -1.50 -2.78 0.85 -0.320
C -0.19 -3.26 0.87 -1.062
C 0.56 -3.35 -0.31 -0.266
H 0.50 -3.26 -2.44 0.554
H -1.83 -2.37 -2.53 0.365
H -3.04 -1.97 -0.43 0.727
H -2.04 -2.63 1.78 0.627
H 0.30 -3.45 1.82 0.623
H 1.64 -3.52 -0.25 0.608
C 1.37 2.78 1.86 -0.727
N 1.50 3.00 0.38 0.137
C 2.94 3.17 0.04 -0.803
C 0.88 1.88 -0.42 -1.148
C -0.60 1.75 -0.14 1.657
C -1.35 2.93 -0.20 -0.869
C -2.66 2.93 0.27 -1.077
C -3.21 1.76 0.77 -1.302
C -2.52 0.55 0.69 -0.747
C -1.22 0.55 0.18 1.572
H 1.95 1.88 2.12 0.268
H 0.32 2.66 2.15 0.214
H 1.79 3.66 2.35 0.501
H 0.97 3.85 0.13 0.450
H 3.49 2.30 0.40 0.269
H 3.05 3.27 -1.04 0.347
H 3.29 4.08 0.55 0.427
H 1.06 2.07 -1.48 0.268
H 1.47 0.99 -0.16 -0.128
H -0.91 3.85 -0.63 0.397
H -3.26 3.84 0.24 0.513
H -4.22 1.76 1.19 0.579
H -3.00 -0.37 1.01 0.478

***

4.
59
Properties=species:S:1:pos:R:3:nbo_charge:R:1 method="wB97M-V/def2-TZVPD" lumo_energy_ev=0.4 smiles="COc1ccc(S(=O)(=O)N2CCC(C(=O)NC[C@@H](c3cccs3)N(C)C)CC2)cc1" e_homo_ev=-8.8451 de_lowest_kj_mol=148.5 total_charge=0 energy_ha=-2079.2181
C 2.76 -3.68 1.62 -0.256
O 2.76 -2.40 1.04 -0.498
C 2.13 -1.38 1.68 0.328
C 2.22 -0.12 1.07 -0.262
C 1.63 0.98 1.65 -0.126
C 0.93 0.83 2.84 -0.390
S 0.13 2.24 3.60 2.335
O -0.09 1.91 4.98 -0.942
O 0.87 3.42 3.27 -0.945
N -1.37 2.41 2.91 -0.678
C -2.32 1.34 3.10 -0.231
C -2.31 0.36 1.93 -0.405
C -2.54 1.10 0.61 -0.318
C -2.60 0.06 -0.51 0.703
O -3.30 -0.94 -0.40 -0.649
N -1.88 0.32 -1.61 -0.633
C -1.75 -0.61 -2.71 -0.226
C -0.28 -0.99 -2.98 -0.095
C 0.44 0.23 -3.48 -0.183
C 0.65 0.63 -4.76 -0.261
C 1.33 1.87 -4.85 -0.248
C 1.63 2.39 -3.63 -0.415
S 1.08 1.38 -2.35 0.415
N 0.42 -1.50 -1.81 -0.440
C -0.30 -2.54 -1.10 -0.422
C 1.73 -1.99 -2.19 -0.427
C -1.47 2.19 0.45 -0.427
C -1.49 3.12 1.67 -0.225
C 0.84 -0.40 3.45 -0.170
C 1.44 -1.51 2.88 -0.302
H 3.24 -3.67 2.61 0.184
H 3.33 -4.31 0.95 0.205
H 1.74 -4.08 1.72 0.179
H 2.77 -0.04 0.14 0.234
H 1.72 1.96 1.22 0.231
H -3.32 1.78 3.21 0.200
H -2.05 0.85 4.04 0.233
H -1.35 -0.16 1.89 0.208
H -3.09 -0.39 2.07 0.241
H -3.53 1.57 0.65 0.221
H -1.26 1.11 -1.63 0.410
H -2.35 -1.49 -2.46 0.244
H -2.16 -0.16 -3.62 0.204
H -0.30 -1.74 -3.80 0.190
H 0.33 0.07 -5.62 0.225
H 1.59 2.34 -5.78 0.226
H 2.13 3.30 -3.40 0.237
H 0.33 -2.87 -0.27 0.200
H -0.52 -3.41 -1.74 0.164
H -1.23 -2.16 -0.69 0.224
H 2.28 -1.21 -2.72 0.208
H 2.28 -2.25 -1.29 0.219
H 1.68 -2.88 -2.84 0.164
H -0.49 1.72 0.36 0.213
H -1.66 2.79 -0.44 0.215
H -2.43 3.68 1.68 0.196
H -0.66 3.83 1.63 0.244
H 0.31 -0.48 4.39 0.245
H 1.36 -2.47 3.38 0.226

***

5.
31
Properties=species:S:1:pos:R:3:nbo_charge:R:1 method="wB97M-V/def2-TZVPD" lumo_energy_ev="3.4 / 3.3" multiplicity=5 e_homo_ev="0.0448 / -2.6878" de_lowest_kj_mol=5.3 total_charge=-1 energy_ha=-4506.4068
C 1.34 0.15 -1.07 -0.387
C 0.22 0.29 -2.07 -0.382
C -0.51 -0.93 -2.12 -0.382
C 0.16 -1.88 -1.20 -0.426
C 1.46 -1.35 -0.75 -0.381
Fe -0.31 -0.46 -0.11 0.375
P 0.14 1.47 0.88 0.143
H 1.99 0.99 -0.83 0.217
H -0.13 1.27 -2.55 0.217
H -1.46 -1.02 -2.69 0.220
H 2.12 -2.02 -0.16 0.224
H -0.35 -2.77 -0.84 0.228
H -1.16 1.69 1.56 0.004
H 0.24 2.69 0.17 -0.039
H 1.12 1.67 1.90 -0.042
C -2.64 0.73 4.23 -0.406
N -1.22 0.58 4.17 -0.426
C -0.22 1.20 4.89 -0.103
C 0.96 0.60 4.61 -0.103
N 0.66 -0.40 3.74 -0.420
C 1.46 -1.49 3.23 -0.417
C -0.61 -0.28 3.33 0.015
Se -1.24 -1.21 1.83 -0.327
H -3.07 -0.04 4.87 0.167
H -3.03 0.70 3.21 0.231
H -2.85 1.67 4.71 0.185
H -0.43 2.04 5.50 0.197
H 1.97 0.82 4.88 0.207
H 2.49 -1.15 3.25 0.183
H 1.34 -2.36 3.87 0.171
H 1.13 -1.69 2.21 0.256

***

6.
18
Properties=species:S:1:pos:R:3:nbo_charge:R:1 method="wB97M-V/def2-TZVPD" lumo_energy_ev=0.7 smiles="CCC1=COC(F)(F)[C@H]1O" e_homo_ev=-9.3042 de_lowest_kj_mol=0.0 total_charge=0 energy_ha=-583.5665
C -0.90 0.15 -0.99 -0.594
C -0.31 0.62 0.24 -0.401
C 0.82 -0.24 0.67 -0.133
C 0.80 -0.67 1.94 0.165
O 1.67 -1.72 2.23 -0.504
C 2.35 -2.06 1.15 0.892
F 3.66 -1.72 1.11 -0.344
F 2.28 -3.39 1.00 -0.325
C 1.61 -1.08 -0.19 0.038
O 0.86 -1.96 -0.93 -0.728
H -0.03 0.06 -1.69 0.204
H -1.66 0.79 -1.40 0.211
H -1.28 -0.85 -0.75 0.214
H -1.05 0.69 1.09 0.204
H 0.04 1.66 0.02 0.199
H 0.28 -0.48 2.86 0.214
H 2.38 -0.43 -0.74 0.189
H 1.30 -2.66 -1.47 0.501

***

7.
67
Properties=species:S:1:pos:R:3:nbo_charge:R:1 method="wB97M-V/def2-TZVPD" lumo_energy_ev=-1.6 e_homo_ev=-6.4920 total_charge=0 energy_ha=-2426.6316
C 2.96 -2.44 3.30 -0.215
C 1.85 -2.17 4.10 -0.210
C 0.89 -1.24 3.67 -0.222
C 1.03 -0.61 2.43 -0.312
P -0.29 0.47 1.74 1.899
C -1.77 -0.48 2.25 -0.312
C -2.62 -0.06 3.28 -0.222
C -3.67 -0.89 3.71 -0.221
C -3.89 -2.12 3.08 -0.210
C -3.07 -2.52 2.03 -0.219
C -2.03 -1.70 1.60 -0.209
C -0.14 2.03 2.55 -1.010
C -1.19 2.94 2.53 0.293
N -2.04 3.76 2.60 -0.501
O -0.20 0.57 0.25 -1.110
C 2.17 -0.84 1.65 -0.217
C 3.13 -1.77 2.08 -0.220
H 3.70 -3.18 3.62 0.211
H 1.71 -2.68 5.05 0.210
H 0.03 -1.02 4.31 0.224
H -2.46 0.91 3.75 0.233
H -4.31 -0.57 4.53 0.212
H -4.71 -2.77 3.42 0.210
H -3.23 -3.48 1.53 0.212
H -1.40 -2.00 0.76 0.231
H 0.70 2.20 3.23 0.258
H 2.29 -0.32 0.70 0.235
H 4.00 -1.97 1.46 0.210
C 3.63 5.78 6.15 -0.428
N 2.93 6.71 5.28 -0.271
C 2.66 8.04 5.61 -0.035
C 2.03 8.58 4.55 -0.037
N 1.91 7.60 3.57 -0.311
C 1.48 7.84 2.22 0.052
C 0.20 8.30 1.99 0.337
F -0.66 8.36 3.04 -0.285
C -0.23 8.61 0.71 0.282
F -1.49 9.04 0.48 -0.272
C 0.64 8.42 -0.37 0.321
F 0.23 8.69 -1.62 -0.271
C 1.93 7.92 -0.16 0.293
F 2.75 7.70 -1.20 -0.270
C 2.33 7.62 1.14 0.355
F 3.57 7.11 1.36 -0.284
C 2.40 6.45 4.06 0.404
C 2.44 5.18 3.33 0.422
C 1.35 4.93 2.39 -0.441
C 1.53 3.96 1.46 0.023
C 1.09 4.13 0.09 -0.020
C 1.87 3.63 -0.97 -0.166
C 1.63 4.05 -2.28 -0.218
C 0.55 4.90 -2.55 -0.195
C -0.30 5.31 -1.51 -0.218
C -0.04 4.92 -0.20 -0.216
O 3.42 4.41 3.47 -0.591
H 4.08 4.99 5.54 0.282
H 4.40 6.32 6.71 0.221
H 2.93 5.33 6.87 0.227
H 2.96 8.47 6.55 0.249
H 1.68 9.58 4.38 0.253
H 0.42 5.49 2.51 0.230
H 2.27 3.18 1.64 0.243
H 2.69 2.95 -0.71 0.219
H 2.29 3.71 -3.08 0.220
H 0.37 5.25 -3.57 0.218
H -1.17 5.94 -1.72 0.217
H -0.72 5.20 0.62 0.238

***

8.
17
Properties=species:S:1:pos:R:3:nbo_charge:R:1 method="wB97M-V/def2-TZVPD" lumo_energy_ev=1.1 smiles="C/C=C/c1ccc[nH]1" e_homo_ev=-7.9378 de_lowest_kj_mol=101.6 total_charge=0 energy_ha=-326.8523
C 0.66 2.97 -0.82 -0.648
C 0.02 1.74 -0.25 -0.147
C 0.67 0.58 -0.24 -0.228
C 0.17 -0.70 0.26 0.081
C -0.59 -1.02 1.36 -0.282
C -1.13 -2.31 1.17 -0.302
C -0.64 -2.80 0.00 -0.075
N 0.14 -1.80 -0.56 -0.500
H 1.20 3.51 -0.05 0.218
H -0.10 3.70 -1.13 0.215
H 1.32 2.79 -1.66 0.217
H -0.95 1.83 0.20 0.205
H 1.72 0.51 -0.52 0.195
H -0.91 -0.38 2.17 0.218
H -1.77 -2.84 1.87 0.219
H -0.60 -3.76 -0.49 0.208
H 0.79 -2.02 -1.29 0.406

***

9.
23
Properties=species:S:1:pos:R:3:nbo_charge:R:1 method="wB97M-V/def2-TZVPD" lumo_energy_ev=3.3 smiles="C=C(C(=O)[O-])[C@@H](F)C(C)(C)C" e_homo_ev=-4.4209 de_lowest_kj_mol=0.0 total_charge=-1 energy_ha=-562.3843
C 1.19 -1.92 1.79 -0.437
C 0.19 -1.07 1.82 -0.110
C -1.07 -1.08 2.76 0.729
O -1.73 -0.01 2.74 -0.766
O -1.33 -2.13 3.35 -0.753
C 0.37 0.29 0.94 0.155
F 1.53 0.88 1.21 -0.383
C 0.02 0.30 -0.55 -0.095
C 0.53 1.58 -1.28 -0.604
C 0.52 -0.98 -1.24 -0.620
C -1.52 0.27 -0.61 -0.599
H 2.16 -1.74 1.32 0.186
H 1.07 -2.74 2.53 0.214
H -0.40 0.98 1.52 0.209
H -0.03 2.52 -0.94 0.202
H 0.19 1.65 -2.34 0.196
H 1.52 1.80 -1.11 0.215
H 0.24 -1.92 -0.75 0.230
H 1.63 -1.00 -1.33 0.201
H -0.03 -0.91 -2.16 0.192
H -1.90 1.29 -0.25 0.214
H -1.61 0.32 -1.71 0.180
H -1.92 -0.63 -0.10 0.242